Record 1
Here is a 6-piece molecular cluster, C54H114N6O6 overall in a non-equilibrium geometry from the Open Molecules 2025 dataset. Energies are from ωB97M-V with the def2-TZVPD basis set.

ΔE to the lowest compared entry with this formula, charge and spin ... 344.1 kJ/mol
Calculated total energy ... -79063.659 eV
Structure (SMILES) ... CC1(C)CCCC(C)(C)N1O.CC1(C)CCCC(C)(C)N1O.CC1(C)CCCC(C)(C)N1O.CC1(C)CCCC(C)(C)N1O.CC1(C)CCCC(C)(C)N1O.CC1(C)CCCC(C)(C)N1O

Element x y z (Å)
C1 1.108 -4.021 -4.709
C2 -0.099 -4.891 -4.326
C3 -1.040 -3.860 -3.652
C4 -2.428 -4.515 -3.393
C5 -2.967 -5.086 -4.685
C6 -2.063 -6.072 -5.472
N1 -0.745 -5.419 -5.527
O1 0.238 -6.009 -6.388
C7 -2.226 -7.447 -4.800
C8 -2.586 -6.126 -6.910
C9 0.338 -5.882 -3.254
H1 0.916 -3.331 -5.534
H2 1.945 -4.579 -5.148
H3 1.534 -3.611 -3.794
H4 -0.600 -3.535 -2.711
H5 -1.303 -3.055 -4.340
H6 -3.062 -3.673 -3.100
H7 -2.333 -5.191 -2.544
H8 -3.240 -4.313 -5.411
H9 -3.938 -5.573 -4.549
H10 -3.148 -7.931 -5.119
H11 -1.381 -8.096 -5.048
H12 -2.234 -7.405 -3.710
H13 -2.602 -5.107 -7.316
H14 -1.798 -6.492 -7.574
H15 -3.541 -6.639 -6.927
H16 -0.496 -6.507 -2.921
H17 0.625 -5.349 -2.346
H18 1.114 -6.595 -3.537
H19 0.175 -5.393 -7.125
C10 -0.710 4.177 -3.332
C11 0.511 4.344 -4.228
C12 1.691 4.646 -3.303
C13 3.088 4.510 -3.880
C14 3.268 3.071 -4.449
C15 2.109 2.592 -5.308
N2 0.810 2.989 -4.756
O2 -0.230 2.425 -5.519
C16 2.268 3.175 -6.724
C17 2.193 1.057 -5.353
C18 0.328 5.425 -5.336
H20 -0.651 3.359 -2.614
H21 -1.601 4.023 -3.945
H22 -0.843 5.097 -2.757
H23 1.586 5.622 -2.820
H24 1.622 3.915 -2.490
H25 3.864 4.758 -3.156
H26 3.265 5.235 -4.682
H27 3.497 2.385 -3.632
H28 4.169 3.140 -5.062
H29 2.255 4.262 -6.782
H30 3.204 2.795 -7.141
H31 1.434 2.832 -7.340
H32 3.166 0.565 -5.404
H33 1.605 0.714 -4.502
H34 1.783 0.679 -6.296
H35 0.167 4.938 -6.293
H36 1.188 6.095 -5.364
H37 -0.507 6.082 -5.087
H38 -0.723 1.875 -4.901
C19 4.794 -2.840 0.735
C20 5.703 -2.227 1.817
C21 7.154 -2.333 1.314
C22 8.113 -1.529 2.149
C23 7.714 -0.062 2.154
C24 6.281 0.135 2.639
N3 5.387 -0.804 1.955
O3 4.005 -0.518 2.138
C25 6.216 0.010 4.175
C26 5.923 1.582 2.248
C27 5.529 -3.003 3.123
H39 4.958 -3.896 0.529
H40 5.069 -2.256 -0.149
H41 3.729 -2.667 0.879
H42 7.479 -3.380 1.316
H43 7.234 -2.099 0.248
H44 9.134 -1.643 1.765
H45 8.264 -1.956 3.145
H46 7.914 0.438 1.205
H47 8.357 0.445 2.881
H48 5.159 -0.030 4.459
H49 6.702 -0.871 4.587
H50 6.552 0.902 4.708
H51 4.920 1.861 2.572
H52 6.716 2.313 2.381
H53 5.821 1.561 1.152
H54 4.558 -2.853 3.607
H55 6.259 -2.786 3.902
H56 5.515 -4.093 3.011
H57 3.775 -0.175 1.266
C28 -4.355 2.386 6.497
C29 -3.132 3.078 5.851
C30 -3.318 2.985 4.359
C31 -2.324 3.743 3.520
C32 -2.481 5.203 3.968
C33 -2.456 5.559 5.493
N4 -3.228 4.508 6.213
O4 -3.395 4.770 7.582
C34 -1.001 5.649 5.962
C35 -3.174 6.918 5.525
C36 -1.850 2.436 6.344
H58 -4.381 1.310 6.296
H59 -5.301 2.622 5.991
H60 -4.477 2.623 7.550
H61 -3.534 1.966 4.024
H62 -4.292 3.446 4.147
H63 -2.596 3.576 2.478
H64 -1.297 3.410 3.687
H65 -3.233 5.701 3.352
H66 -1.581 5.645 3.509
H67 -0.401 4.786 5.682
H68 -0.481 6.548 5.632
H69 -1.112 5.703 7.050
H70 -2.480 7.554 4.962
H71 -4.061 7.012 4.902
H72 -3.294 7.288 6.542
H73 -1.981 1.364 6.518
H74 -1.461 2.813 7.289
H75 -1.098 2.538 5.559
H76 -4.315 5.055 7.642
C37 -6.225 -0.403 0.698
C38 -4.714 -0.617 0.855
C39 -4.262 0.082 2.143
C40 -4.559 -0.614 3.462
C41 -3.952 -2.015 3.361
C42 -4.531 -2.815 2.166
N5 -4.351 -2.061 0.917
O5 -4.744 -2.813 -0.217
C43 -3.646 -4.045 2.089
C44 -5.974 -3.278 2.444
C45 -3.951 -0.030 -0.350
H77 -6.565 -1.031 -0.136
H78 -6.338 0.574 0.215
H79 -6.901 -0.548 1.533
H80 -3.243 0.465 2.021
H81 -4.870 0.992 2.234
H82 -5.650 -0.681 3.527
H83 -4.184 -0.048 4.312
H84 -3.892 -2.665 4.234
H85 -2.906 -1.730 3.188
H86 -3.983 -4.724 2.887
H87 -4.065 -4.670 1.290
H88 -2.573 -3.912 2.128
H89 -6.341 -4.058 1.777
H90 -5.958 -3.700 3.453
H91 -6.727 -2.491 2.476
H92 -4.270 -0.613 -1.220
H93 -2.896 -0.303 -0.294
H94 -4.162 1.029 -0.468
H95 -4.029 -2.607 -0.827
C46 -0.389 1.951 0.654
C47 0.924 1.226 1.009
C48 0.587 -0.022 1.854
C49 0.100 -1.245 1.086
C50 0.966 -1.563 -0.158
C51 1.370 -0.320 -0.971
N6 1.766 0.778 -0.089
O6 2.260 1.853 -0.888
C52 2.607 -0.790 -1.776
C53 0.177 -0.072 -1.925
C54 1.708 2.146 1.925
H96 -1.231 1.273 0.512
H97 -0.270 2.623 -0.200
H98 -0.666 2.642 1.452
H99 1.428 -0.416 2.436
H100 -0.213 0.210 2.563
H101 -0.878 -0.933 0.685
H102 -0.091 -2.121 1.703
H103 0.360 -2.266 -0.731
H104 1.803 -2.135 0.252
H105 3.501 -0.906 -1.164
H106 2.378 -1.683 -2.354
H107 2.829 0.003 -2.499
H108 -0.725 -0.157 -1.317
H109 0.220 0.927 -2.367
H110 0.158 -0.813 -2.724
H111 2.669 1.693 2.190
H112 1.129 2.325 2.829
H113 2.009 3.077 1.439
H114 3.162 1.547 -1.037

Löwdin atomic charge list, values in e, 2 entries:
1 C -0.0455
2 C -0.5139

Record 2
Here is a 10-piece molecular cluster, C54H118F2O30 overall in a non-equilibrium geometry from the Open Molecules 2025 dataset. Energies are from ωB97M-V with the def2-TZVPD basis set.

ΔE to the lowest compared entry with this formula, charge and spin ... 0.0 kJ/mol
Calculated total energy ... -124755.646 eV
Structure (SMILES) ... O=C1OC[C@@H](F)O1.O=C1OC[C@@H](F)O1.COCCOCCOC.COCCOCCOC.COCCOCCOC.COCCOCCOC.COCCOCCOC.COCCOCCOC.COCCOCCOC.COCCOCCOC

Element x y z (Å)
C1 -3.250 -0.792 -6.343
O1 -2.485 0.374 -6.390
C2 -1.203 0.154 -7.062
C3 -0.233 1.291 -6.721
O2 0.218 1.027 -5.444
C4 0.741 2.008 -4.545
C5 2.064 1.335 -4.142
O3 2.394 1.796 -2.881
C6 3.254 0.898 -2.202
H1 -4.101 -0.513 -5.713
H2 -2.608 -1.597 -5.921
H3 -3.722 -1.055 -7.339
H4 -1.360 -0.002 -8.121
H5 -0.740 -0.772 -6.723
H6 -0.883 2.158 -6.706
H7 0.616 1.387 -7.465
H8 0.024 1.943 -3.725
H9 0.759 2.956 -5.068
H10 2.837 1.604 -4.931
H11 1.893 0.210 -4.126
H12 2.717 -0.035 -2.047
H13 3.577 1.192 -1.213
H14 4.194 0.665 -2.791
C7 -3.848 1.272 3.021
O4 -4.476 0.259 2.292
C8 -5.350 0.808 1.286
C9 -5.975 -0.363 0.597
O5 -4.977 -1.100 -0.158
C10 -5.678 -2.213 -0.816
C11 -4.714 -2.798 -1.823
O6 -3.578 -3.279 -1.230
C12 -3.097 -4.322 -2.095
H15 -3.095 1.714 2.355
H16 -3.387 0.970 3.946
H17 -4.488 2.120 3.243
H18 -4.726 1.447 0.578
H19 -6.035 1.387 1.799
H20 -6.821 -0.046 -0.047
H21 -6.460 -0.913 1.411
H22 -6.647 -1.848 -1.302
H23 -5.884 -2.994 -0.042
H24 -4.491 -2.002 -2.541
H25 -5.271 -3.585 -2.371
H26 -3.845 -5.159 -1.951
H27 -2.167 -4.699 -1.661
H28 -2.979 -4.035 -3.140
C13 0.095 -6.253 -8.075
O7 1.158 -5.934 -7.212
C14 1.705 -4.700 -7.552
C15 2.426 -3.988 -6.373
O8 3.132 -2.845 -6.911
C16 3.262 -1.784 -5.993
C17 4.121 -2.022 -4.728
O9 3.271 -2.694 -3.763
C18 3.926 -3.226 -2.634
H29 -0.694 -5.475 -8.111
H30 -0.308 -7.305 -7.853
H31 0.460 -6.232 -9.121
H32 1.031 -3.926 -7.926
H33 2.491 -4.696 -8.409
H34 3.159 -4.641 -5.939
H35 1.691 -3.714 -5.621
H36 2.273 -1.544 -5.564
H37 3.677 -1.029 -6.674
H38 4.249 -1.036 -4.299
H39 5.062 -2.481 -4.920
H40 4.206 -2.409 -1.909
H41 4.857 -3.745 -2.860
H42 3.221 -3.890 -2.143
C19 -2.887 5.175 3.602
O10 -4.306 4.985 3.316
C20 -4.572 4.907 1.928
C21 -6.055 5.161 1.736
O11 -6.165 6.532 1.772
C22 -7.537 6.875 1.910
C23 -7.599 8.354 2.149
O12 -7.498 8.633 3.528
C24 -7.475 9.999 3.806
H43 -2.308 4.351 3.158
H44 -2.845 5.135 4.679
H45 -2.430 6.165 3.249
H46 -4.349 3.849 1.584
H47 -3.998 5.635 1.356
H48 -6.596 4.824 2.583
H49 -6.392 4.721 0.760
H50 -8.023 6.300 2.735
H51 -8.064 6.612 1.018
H52 -8.502 8.857 1.619
H53 -6.723 8.786 1.587
H54 -7.350 10.157 4.856
H55 -8.410 10.384 3.458
H56 -6.617 10.499 3.302
C25 1.063 6.604 6.132
O13 1.704 6.642 4.914
C26 1.163 5.878 3.826
C27 1.257 4.329 3.877
O14 2.548 3.964 3.472
C28 2.896 2.537 3.651
C29 4.305 2.373 3.206
O15 4.334 2.025 1.781
C30 5.352 2.730 0.995
H57 1.242 5.722 6.750
H58 -0.035 6.783 5.970
H59 1.426 7.450 6.688
H60 1.665 6.211 2.908
H61 0.123 6.140 3.731
H62 0.545 3.914 3.176
H63 1.036 3.887 4.917
H64 2.205 1.812 3.182
H65 2.866 2.402 4.734
H66 4.768 1.480 3.713
H67 4.905 3.302 3.340
H68 5.208 3.802 1.175
H69 5.156 2.554 -0.073
H70 6.294 2.357 1.274
C31 -0.719 1.506 4.959
O16 -0.984 0.142 4.584
C32 -0.601 -0.831 5.629
C33 0.778 -1.450 5.467
O17 1.710 -0.637 6.111
C34 3.050 -1.037 6.134
C35 3.792 -0.073 7.067
O18 5.090 -0.593 7.308
C36 5.938 -0.718 6.224
H71 0.277 1.668 5.381
H72 -1.439 1.801 5.738
H73 -0.831 2.125 4.040
H74 -1.373 -1.579 5.553
H75 -0.724 -0.395 6.645
H76 1.111 -1.586 4.435
H77 0.713 -2.450 5.963
H78 3.515 -1.085 5.103
H79 3.178 -2.051 6.548
H80 3.354 -0.222 8.022
H81 3.776 0.961 6.720
H82 6.015 -1.669 5.638
H83 6.907 -0.496 6.709
H84 5.711 0.078 5.501
C37 -1.277 -1.451 -3.608
O19 0.061 -1.488 -3.239
C38 0.371 -2.343 -2.189
C39 -0.212 -1.932 -0.882
O20 -0.061 -0.589 -0.562
C40 -0.578 -0.315 0.705
C41 -0.147 1.038 1.221
O21 -0.902 2.126 0.789
C42 -0.611 2.504 -0.524
H85 -1.526 -2.390 -4.065
H86 -1.373 -0.571 -4.340
H87 -1.962 -1.305 -2.753
H88 1.455 -2.383 -2.107
H89 0.094 -3.360 -2.481
H90 0.306 -2.586 -0.115
H91 -1.286 -2.269 -0.824
H92 -0.373 -1.067 1.441
H93 -1.694 -0.350 0.557
H94 0.913 1.164 1.057
H95 -0.166 0.929 2.313
H96 -0.775 1.678 -1.215
H97 0.453 2.728 -0.605
H98 -1.187 3.417 -0.773
C43 6.697 -0.539 -2.426
O22 6.168 -1.441 -1.465
C44 6.415 -0.963 -0.131
C45 5.426 -1.532 0.783
O23 4.152 -1.199 0.361
C46 3.155 -1.048 1.367
C47 2.579 -2.357 1.787
O24 3.390 -2.937 2.764
C48 3.096 -4.220 3.245
H99 6.282 -0.892 -3.367
H100 7.783 -0.709 -2.449
H101 6.446 0.473 -2.212
H102 6.358 0.119 -0.225
H103 7.443 -1.245 0.179
H104 5.572 -1.005 1.747
H105 5.435 -2.600 0.885
H106 2.395 -0.434 0.904
H107 3.569 -0.461 2.209
H108 2.501 -3.024 0.914
H109 1.516 -2.165 2.153
H110 3.400 -4.362 4.252
H111 3.628 -5.001 2.670
H112 2.029 -4.425 3.154
C49 -3.112 -2.702 1.568
C50 -2.453 -2.249 2.890
O25 -1.173 -2.896 2.816
C51 -1.170 -3.915 1.887
O26 -0.284 -4.733 1.688
O27 -2.253 -3.771 1.108
F1 -3.054 -2.649 4.023
H113 -3.219 -1.991 0.727
H114 -4.082 -3.175 1.782
H115 -2.290 -1.208 3.033
C52 0.516 -5.985 -3.754
C53 0.459 -7.260 -4.567
O28 -0.817 -7.212 -5.165
C54 -1.347 -5.986 -5.091
O29 -2.335 -5.591 -5.603
O30 -0.616 -5.249 -4.213
F2 0.548 -8.343 -3.730
H116 1.341 -5.322 -3.914
H117 0.368 -6.148 -2.693
H118 1.267 -7.316 -5.343

Löwdin atomic charge list, values in e, 2 entries:
1 C -0.1393
2 O -0.2015